1.
{
  "formula": "C8H20N4O10",
  "method": "ωB97M-V with the def2-TZVPD basis set",
  "charge": 0,
  "total_energy_ev": -35044.6900,
  "lumo_ev": -0.54,
  "relative_energy_ev": 0.000,
  "gap_ev": 9.45,
  "symbols": ["C", "N", "O", "O", "H", "H", "H", "C", "N", "O", "O", "H", "H", "H", "C", "N", "O", "O", "H", "H", "H", "C", "N", "O", "O", "H", "H", "H", "C", "C", "O", "C", "C", "O", "H", "H", "H", "H", "H", "H", "H", "H"],
  "positions_angstrom": [[16.0759, -9.4059, -4.7614], [16.4796, -9.8396, -6.1258], [17.2647, -9.1069, -6.6993], [15.9666, -10.8483, -6.5841], [15.2639, -10.0049, -4.3650], [15.7296, -8.3798, -4.8234], [16.9385, -9.5697, -4.1200], [19.9418, -7.6243, -4.8490], [19.5160, -6.2637, -4.4536], [18.5605, -5.7708, -4.9973], [20.1601, -5.7457, -3.5652], [19.7820, -8.2421, -3.9686], [20.9841, -7.6107, -5.1471], [19.3196, -7.9698, -5.6686], [14.2686, -11.7379, -1.6952], [13.7358, -10.3661, -1.5196], [13.2148, -10.0945, -0.4687], [13.8743, -9.6029, -2.4573], [14.3259, -12.0324, -2.7371], [13.6129, -12.4409, -1.1872], [15.2497, -11.7626, -1.2262], [14.7906, -6.7197, -0.9931], [15.4221, -6.3660, -2.2799], [16.4890, -6.8784, -2.5690], [14.8025, -5.6227, -3.0114], [15.5460, -6.8991, -0.2359], [14.1941, -7.6184, -1.1308], [14.1174, -5.9145, -0.7190], [17.5953, -5.9229, -8.5740], [18.4909, -6.4441, -9.6995], [18.5496, -7.8812, -9.6629], [19.5744, -8.4492, -9.0582], [19.4418, -9.9591, -8.9458], [20.5545, -7.8820, -8.6145], [18.1986, -5.8283, -7.6688], [16.7400, -6.5531, -8.3493], [17.2895, -4.9077, -8.8326], [18.1032, -6.1983, -10.6850], [19.4724, -5.9939, -9.5701], [18.4146, -10.2172, -8.6929], [20.0619, -10.2771, -8.1120], [19.7934, -10.4320, -9.8603]],
  "forces_ev_per_angstrom": [[-0.273, -0.361, 0.389], [-0.719, 0.039, -0.071], [-0.052, -0.464, -0.028], [0.537, 0.455, 0.092], [-0.011, -0.246, -0.438], [0.491, 0.178, 0.071], [0.097, 0.508, -0.038], [-0.337, -0.491, -0.293], [0.305, -0.008, 0.236], [-0.326, 0.146, -0.321], [0.124, 0.161, 0.142], [0.194, -0.034, -0.002], [0.058, 0.135, 0.164], [-0.049, 0.124, -0.001], [-0.020, -0.834, 0.256], [0.031, -0.314, -0.668], [-0.068, 0.155, 0.339], [-0.004, 0.184, 0.060], [0.062, 0.479, -0.126], [-0.011, 0.229, 0.202], [0.005, 0.061, -0.033], [-0.336, 0.035, 0.592], [0.033, -0.109, -0.607], [-0.100, -0.097, 0.312], [0.001, -0.001, 0.125], [0.149, 0.069, -0.138], [0.113, -0.045, -0.255], [0.120, 0.087, -0.012], [0.751, 0.283, -0.016], [-0.486, 0.295, 0.351], [-0.211, 0.259, -0.212], [1.305, -0.898, 0.799], [-0.278, 0.497, 0.333], [-0.698, 0.302, -0.269], [-0.166, -0.150, 0.089], [-0.106, -0.021, -0.252], [-0.241, -0.071, 0.027], [-0.053, -0.052, -0.012], [0.170, -0.292, -0.221], [-0.012, -0.124, -0.409], [0.191, 0.000, -0.111], [-0.178, -0.072, -0.047]],
  "lowdin_charge": [0.04, -0.42, 0.06, 0.07, 0.06, 0.10, 0.10, 0.04, -0.45, 0.07, 0.06, 0.10, 0.10, 0.07, 0.05, -0.44, 0.09, 0.05, 0.10, 0.10, 0.11, 0.04, -0.44, 0.04, 0.08, 0.10, 0.07, 0.10, -0.05, -0.20, 0.00, -0.56, 0.02, 0.07, 0.06, 0.08, 0.08, 0.12, 0.11, 0.06, 0.08, 0.09]
}



2.
{
  "formula": "C4H7NO2",
  "method": "ωB97M-V with the def2-TZVPD basis set",
  "charge": 0,
  "total_energy_ev": -9843.5059,
  "lumo_ev": 0.89,
  "relative_energy_ev": 3.774,
  "gap_ev": 9.91,
  "symbols": ["C", "C", "C", "C", "O", "O", "N", "H", "H", "H", "H", "H", "H", "H"],
  "positions_angstrom": [[-1.7688, -0.2560, -0.5702], [-0.5237, -0.3755, -0.1065], [0.5309, 0.6617, 0.0712], [0.1846, 2.1382, -0.3794], [-0.8491, 2.5655, -0.8683], [-0.1705, -1.6639, 0.4870], [1.2444, -1.8198, 0.7373], [-2.4389, -1.1100, -0.5793], [-2.1707, 0.6763, -0.9492], [0.7986, 0.7646, 1.1286], [1.4148, 0.4040, -0.5230], [1.0431, 2.8251, -0.2520], [1.4718, -2.6020, 0.1227], [1.2334, -2.2082, 1.6811]],
  "forces_ev_per_angstrom": [[0.381, -0.221, 0.016], [-0.219, -1.317, 1.036], [-0.756, 1.821, -0.889], [-1.118, -0.624, -0.604], [1.507, -0.796, 0.848], [-0.390, 1.567, -0.807], [-0.718, -0.252, -0.146], [0.232, -0.038, 0.079], [0.381, -0.093, 0.131], [0.273, -0.229, -0.169], [0.104, 0.039, 0.409], [0.004, -0.061, 0.127], [0.172, 0.106, 0.129], [0.148, 0.097, -0.159]],
  "lowdin_charge": [0.08, -0.31, -0.11, -0.20, 0.03, -0.16, 0.03, 0.07, 0.06, 0.12, 0.12, 0.11, 0.09, 0.09]
}



3.
{
  "formula": "C44H44N6O2SiSn",
  "method": "ωB97M-V with the def2-TZVPD basis set",
  "charge": 2,
  "total_energy_ev": -73047.5513,
  "lumo_ev": [-6.18, -6.18],
  "relative_energy_ev": 0.000,
  "gap_ev": [5.34, 5.34],
  "symbols": ["Sn", "C", "C", "C", "C", "C", "C", "C", "N", "N", "C", "C", "C", "C", "C", "C", "N", "C", "C", "C", "C", "C", "C", "N", "H", "H", "H", "H", "H", "H", "H", "H", "H", "H", "H", "H", "H", "H", "H", "H", "H", "H", "H", "H", "O", "C", "N", "C", "O", "C", "C", "C", "C", "N", "C", "H", "H", "H", "H", "H", "H", "H", "H", "C", "C", "C", "C", "C", "C", "Si", "C", "C", "C", "C", "C", "C", "C", "C", "C", "C", "C", "C", "H", "H", "H", "H", "H", "H", "H", "H", "H", "H", "H", "H", "H", "H", "H", "H"],
  "positions_angstrom": [[-0.8947, 0.2408, 0.3201], [-2.6705, -1.9505, -0.6877], [-1.5090, -2.9667, -0.6582], [-0.1366, -2.4339, -0.9961], [0.9233, -3.3237, -1.1660], [2.1906, -2.8205, -1.4522], [2.3711, -1.4466, -1.5501], [1.2693, -0.6324, -1.3628], [0.0331, -1.1000, -1.1009], [-2.6115, -0.8435, 0.2681], [-2.6005, -1.2114, 1.6848], [-2.0950, -0.1459, 2.6686], [-2.0732, -0.4568, 4.0300], [-1.6072, 0.4922, 4.9374], [-1.1723, 1.7259, 4.4699], [-1.2242, 1.9614, 3.1081], [-1.6755, 1.0626, 2.2117], [-3.5802, 0.2150, -0.0390], [-3.0052, 1.2438, -0.9894], [-3.7452, 1.7038, -2.0773], [-3.1877, 2.6728, -2.9073], [-1.9156, 3.1571, -2.6279], [-1.2537, 2.6529, -1.5217], [-1.7710, 1.7213, -0.6979], [-2.7141, -1.5453, -1.7077], [-3.6071, -2.5038, -0.5371], [-1.4616, -3.4703, 0.3134], [-1.7475, -3.7462, -1.3945], [0.7692, -4.3935, -1.0748], [3.0302, -3.4951, -1.5893], [3.3439, -1.0197, -1.7615], [1.3439, 0.4490, -1.4146], [-3.6060, -1.5252, 1.9945], [-1.9355, -2.0671, 1.8414], [-2.4080, -1.4270, 4.3814], [-1.5788, 0.2676, 5.9993], [-0.7991, 2.4847, 5.1472], [-0.8958, 2.9040, 2.6815], [-4.5030, -0.2190, -0.4463], [-3.8977, 0.7684, 0.8534], [-4.7367, 1.3150, -2.2796], [-3.7406, 3.0449, -3.7641], [-1.4505, 3.9084, -3.2546], [-0.2591, 2.9944, -1.2550], [-0.8245, -5.7281, 1.0406], [-0.5789, -5.6272, 2.4217], [0.8371, -5.4935, 2.5779], [1.5794, -4.3597, 2.7669], [2.7618, -4.4407, 3.0891], [0.9641, -3.0295, 2.6269], [1.1687, -2.0657, 3.6147], [0.6037, -0.8023, 3.4600], [-0.1380, -0.5493, 2.3156], [-0.3369, -1.4555, 1.3318], [0.2383, -2.6727, 1.5002], [-1.7842, -5.8383, 0.9345], [-0.8937, -6.5496, 2.9173], [-1.1153, -4.7749, 2.8456], [1.3795, -6.3457, 2.6172], [1.7691, -2.2967, 4.4911], [0.7448, -0.0315, 4.2096], [-0.5976, 0.4214, 2.1501], [0.1018, -3.3609, 0.6708], [5.0053, -0.6279, -0.7294], [4.1898, -0.5201, 0.3931], [2.9493, 0.1170, 0.3007], [2.5017, 0.6608, -0.9193], [3.3437, 0.5429, -2.0401], [4.5828, -0.0968, -1.9445], [0.8322, 1.5062, -0.9999], [0.3474, 1.6345, -2.8046], [0.5247, 2.8126, -3.5525], [0.1492, 2.8739, -4.8975], [-0.4073, 1.7609, -5.5210], [-0.5890, 0.5840, -4.8010], [-0.2165, 0.5198, -3.4555], [1.0456, 3.2478, -0.3442], [2.3067, 3.8582, -0.2175], [2.4294, 5.1593, 0.2780], [1.2966, 5.8757, 0.6537], [0.0388, 5.2927, 0.5340], [-0.0875, 3.9911, 0.0407], [5.9693, -1.1238, -0.6575], [4.5187, -0.9305, 1.3442], [2.3416, 0.1886, 1.2021], [3.0512, 0.9471, -3.0085], [5.2172, -0.1784, -2.8234], [0.9588, 3.7047, -3.1026], [0.2934, 3.7949, -5.4566], [-0.6973, 1.8108, -6.5668], [-1.0196, -0.2880, -5.2863], [-0.3673, -0.4205, -2.9263], [3.2174, 3.3325, -0.5026], [3.4136, 5.6113, 0.3695], [1.3947, 6.8873, 1.0375], [-0.8479, 5.8512, 0.8227], [-1.0888, 3.5706, -0.0454], [0.3184, 0.8079, 1.4480]],
  "forces_ev_per_angstrom": [[4.355, 2.386, -5.051], [0.223, -1.230, -1.001], [-0.531, 0.377, -0.184], [0.036, -0.287, -1.487], [-0.016, 0.268, -0.851], [-0.652, 0.085, -0.211], [-2.227, -4.335, -0.723], [-3.703, -6.868, -2.242], [0.712, -3.042, -0.775], [-1.007, 0.568, 0.766], [-2.294, -1.037, 1.648], [-2.428, 0.154, 1.498], [-0.970, 0.281, 0.597], [-0.542, -0.350, -0.317], [-0.065, 0.115, -0.161], [-0.438, 0.688, -0.455], [-7.416, 3.968, 1.217], [-1.566, 0.687, -0.382], [-1.584, 0.404, -1.404], [0.394, -0.591, 0.666], [0.521, 0.590, -0.013], [-1.837, 0.209, 0.300], [-1.412, -0.974, -1.319], [-4.382, 1.677, -1.970], [-0.053, 0.306, 0.322], [0.081, 0.186, 0.123], [-0.451, -0.080, -0.432], [-0.097, 0.180, 0.183], [-0.149, 0.036, 0.060], [-0.045, 0.084, 0.082], [-1.720, -2.615, 0.190], [1.944, -9.099, -4.672], [-0.084, 0.333, -0.020], [-1.196, 0.184, -0.092], [0.050, 0.059, -0.129], [0.002, -0.038, -0.141], [-0.103, -0.005, -0.157], [0.182, -0.117, -0.028], [0.261, 0.079, -0.049], [0.314, -0.412, 0.189], [0.118, -0.069, 0.075], [0.066, -0.064, 0.093], [-0.230, -0.132, 0.305], [-1.663, -0.141, -1.783], [-1.007, 0.234, -0.727], [0.724, -0.218, 0.202], [-0.212, 0.226, 0.192], [1.525, -0.879, 0.548], [-0.954, 0.184, -0.342], [-1.219, 0.288, -1.171], [-0.158, 1.700, 0.405], [1.877, -1.768, 1.008], [4.004, -3.498, 2.023], [3.837, -1.627, 2.589], [0.693, -0.560, 0.879], [0.338, -0.217, -0.178], [-0.023, 0.131, 0.104], [0.164, 0.052, 0.175], [0.023, 0.076, 0.083], [-0.079, -0.060, -0.142], [0.122, -0.259, -0.255], [4.182, -2.957, 2.365], [0.526, -0.015, 1.652], [0.573, 0.037, -0.103], [-0.637, 0.213, -0.127], [1.293, 0.708, 0.971], [6.413, 6.368, 2.964], [1.931, 3.291, -0.424], [1.546, 1.760, 0.174], [-1.090, 9.493, 3.158], [1.004, -0.859, -1.512], [0.750, -0.413, -0.964], [0.339, -0.057, 0.411], [-0.108, -0.039, 0.046], [-0.045, 0.149, 0.255], [-0.063, 0.196, -0.719], [0.763, 1.032, 0.816], [-0.078, 0.126, 0.282], [-0.124, -0.185, -0.040], [0.075, -0.059, -0.057], [-0.027, -0.238, 0.039], [1.009, 2.194, 2.316], [-0.152, 0.110, -0.029], [-0.113, 0.045, -0.126], [0.065, 0.139, -0.152], [-0.060, -0.017, 0.210], [-0.149, 0.056, 0.118], [-0.036, -0.157, 0.071], [0.013, -0.130, 0.076], [0.062, -0.006, 0.143], [0.068, 0.119, 0.062], [-0.052, 0.576, -0.575], [-0.271, -0.043, 0.027], [-0.163, -0.068, -0.064], [-0.022, -0.139, -0.080], [0.112, -0.071, -0.032], [0.557, 1.138, 1.305], [1.857, 1.481, -0.111]],
  "lowdin_charge": [1.12, -0.09, -0.08, -0.28, 0.00, 0.07, -0.02, -0.23, -0.01, -0.22, -0.08, -0.26, 0.00, -0.01, -0.01, -0.04, -0.05, -0.08, -0.22, 0.02, 0.02, 0.01, -0.25, -0.05, 0.15, 0.15, 0.09, 0.15, 0.14, 0.14, 0.03, -0.11, 0.17, 0.13, 0.14, 0.14, 0.13, 0.14, 0.15, 0.15, 0.13, 0.13, 0.13, -0.01, -0.05, -0.25, 0.11, -0.43, 0.09, -0.09, 0.07, 0.00, -0.35, -0.07, -0.04, 0.10, 0.14, 0.12, 0.16, 0.14, 0.13, -0.11, 0.07, -0.06, -0.03, -0.04, -0.34, -0.08, -0.09, 0.56, -0.23, -0.09, -0.06, -0.05, -0.04, -0.05, -0.24, -0.04, -0.05, -0.06, -0.04, -0.13, 0.12, 0.12, 0.11, 0.15, 0.14, 0.13, 0.12, 0.12, 0.11, 0.09, 0.11, 0.12, 0.12, 0.11, 0.10, 0.10]
}



The evaluated max |F| for the records listed, in turn: 0.0345, 0.0421, 0.2025 Eh/bohr.